1.
This record from the Open Molecules 2025 dataset describes 3 unconnected molecules or ions with the total composition C28H55F5NO9S. The level of theory is ωB97M-V/def2-TZVPD.

The geometry in XYZ format:
```
99
Properties=species:S:1:pos:R:3
C -5.437 -1.105 -1.318
C -3.958 -1.005 -0.913
C -3.301 -2.386 -0.983
C -3.246 0.006 -1.819
C -1.754 0.208 -1.508
C -1.413 1.616 -0.982
S 0.406 1.661 -0.756
O 1.028 1.437 -2.026
O 0.776 2.793 0.040
C 1.024 0.171 0.227
F 2.322 0.456 0.369
F 0.912 -0.941 -0.499
C 0.460 -0.115 1.642
F 1.312 -0.896 2.308
F -0.710 -0.763 1.555
F 0.274 1.006 2.331
C -2.074 1.957 0.369
C -3.373 2.816 0.397
C -3.248 3.963 1.434
C -4.575 1.952 0.796
N -3.693 3.376 -0.943
O -4.713 4.139 -0.941
C -2.607 3.802 -1.858
C -1.867 5.014 -1.284
C -3.254 4.189 -3.194
C -1.621 2.657 -2.116
H -6.091 -1.209 -0.454
H -5.593 -1.966 -1.970
H -5.758 -0.227 -1.881
H -3.906 -0.675 0.127
H -3.184 -2.709 -2.020
H -2.323 -2.412 -0.500
H -3.917 -3.114 -0.455
H -3.778 0.960 -1.804
H -3.351 -0.375 -2.840
H -1.451 -0.544 -0.786
H -1.157 0.055 -2.407
H -2.302 1.008 0.851
H -1.343 2.459 0.995
H -3.188 4.934 0.955
H -2.369 3.836 2.065
H -4.120 3.988 2.083
H -4.875 1.291 -0.013
H -5.427 2.592 1.014
H -4.339 1.377 1.692
H -2.568 5.812 -1.048
H -1.164 5.366 -2.040
H -1.276 4.761 -0.402
H -2.567 3.989 -4.015
H -3.520 5.244 -3.210
H -4.173 3.627 -3.346
H -1.942 2.098 -2.993
H -0.679 3.130 -2.395
C 5.102 0.200 -1.101
O 5.477 0.978 -2.213
C 4.488 1.933 -2.562
C 5.095 3.092 -3.316
O 5.805 4.011 -2.501
C 7.107 3.644 -2.084
C 8.170 3.805 -3.148
O 8.117 2.751 -4.090
C 8.698 3.092 -5.325
H 4.215 -0.406 -1.316
H 5.934 -0.463 -0.868
H 4.896 0.831 -0.228
H 3.984 2.307 -1.663
H 3.729 1.459 -3.199
H 4.268 3.671 -3.734
H 5.713 2.729 -4.141
H 7.129 2.630 -1.678
H 7.351 4.342 -1.280
H 9.154 3.810 -2.658
H 8.032 4.771 -3.650
H 8.209 3.968 -5.767
H 8.569 2.241 -5.992
H 9.769 3.304 -5.226
C 0.783 -3.920 2.526
O 0.481 -4.811 3.576
C 0.095 -4.145 4.763
C -0.780 -5.026 5.624
O -2.116 -5.143 5.162
C -2.360 -6.021 4.077
C -2.382 -7.485 4.454
O -1.070 -7.984 4.637
C -1.030 -9.133 5.448
H 1.655 -3.301 2.763
H 1.008 -4.523 1.647
H -0.076 -3.274 2.304
H -0.452 -3.224 4.523
H 0.990 -3.871 5.340
H -0.863 -4.545 6.601
H -0.316 -6.005 5.762
H -1.657 -5.852 3.258
H -3.363 -5.763 3.729
H -2.879 -8.044 3.649
H -2.969 -7.611 5.372
H -1.462 -8.938 6.437
H 0.015 -9.412 5.566
H -1.570 -9.971 4.991
```

Values from the calculation:
DFT total energy: -74262.8123 eV
LUMO energy (alpha / beta): 0.511 / 0.162 eV
total charge: 0
spin multiplicity: 2

---

2.
This record from the Open Molecules 2025 dataset describes 6 unconnected molecules or ions with the total composition C28H55FIO6P. The level of theory is ωB97M-V/def2-TZVPD.

The geometry in XYZ format:
```
92
Properties=species:S:1:pos:R:3
C -4.494 2.180 0.367
C -3.642 1.595 -0.296
C -2.608 0.665 -1.035
P -0.848 0.776 -0.344
I -0.925 -1.741 0.034
C -0.364 1.055 1.457
C -1.588 1.100 2.487
C -2.077 2.580 2.837
O -1.072 0.557 3.744
C -0.706 2.654 -0.653
C -1.265 3.162 -2.044
F 0.722 2.966 -0.656
H -5.382 2.807 0.652
H -2.963 -0.399 -0.843
H -2.671 0.784 -2.167
H 0.238 0.506 -1.257
H 0.287 0.176 1.783
H 0.260 1.983 1.641
H -2.429 0.463 2.085
H -1.225 3.154 3.328
H -2.866 2.450 3.652
H -2.469 3.154 1.951
H -0.421 1.240 4.022
H -1.126 3.195 0.247
H -0.596 4.017 -2.401
H -2.295 3.622 -1.882
H -1.253 2.392 -2.868
C 4.168 -2.091 -1.903
C 3.203 -3.212 -2.234
C 1.868 -2.600 -1.854
O 1.983 -1.186 -2.067
C 3.364 -0.861 -2.283
H 5.119 -2.158 -2.433
H 4.374 -2.085 -0.828
H 3.228 -3.418 -3.310
H 3.411 -4.143 -1.705
H 1.644 -2.762 -0.797
H 1.041 -2.994 -2.449
H 3.489 -0.617 -3.344
H 3.633 0.015 -1.692
C 5.591 2.807 -5.007
C 5.522 3.777 -3.845
C 4.786 2.961 -2.799
O 5.126 1.586 -3.030
C 5.787 1.480 -4.298
H 6.386 3.031 -5.719
H 4.638 2.806 -5.546
H 6.532 4.009 -3.496
H 5.019 4.715 -4.084
H 3.701 3.061 -2.906
H 5.062 3.239 -1.780
H 6.848 1.285 -4.108
H 5.373 0.639 -4.859
C -7.014 1.392 5.975
C -5.998 0.273 6.080
C -5.235 0.417 4.777
O -5.266 1.809 4.430
C -6.216 2.475 5.272
H -7.414 1.715 6.937
H -7.851 1.076 5.344
H -5.330 0.458 6.927
H -6.443 -0.714 6.206
H -5.719 -0.141 3.969
H -4.199 0.083 4.859
H -5.659 3.086 5.990
H -6.844 3.134 4.667
C -6.634 -2.684 -1.662
C -6.585 -3.257 -3.063
C -5.931 -2.130 -3.841
O -5.058 -1.450 -2.930
C -5.336 -1.901 -1.597
H -6.715 -3.440 -0.880
H -7.486 -2.003 -1.569
H -5.943 -4.144 -3.079
H -7.562 -3.537 -3.459
H -6.674 -1.408 -4.197
H -5.357 -2.490 -4.699
H -4.504 -2.538 -1.278
H -5.396 -1.043 -0.924
C 7.786 -3.518 2.394
C 7.430 -2.055 2.559
C 6.512 -1.820 1.374
O 5.846 -3.062 1.112
C 6.488 -4.099 1.865
H 8.122 -3.995 3.315
H 8.577 -3.625 1.645
H 6.878 -1.911 3.493
H 8.294 -1.390 2.567
H 7.081 -1.548 0.478
H 5.771 -1.040 1.565
H 5.818 -4.383 2.684
H 6.648 -4.971 1.227
```

Values from the calculation:
DFT total energy: -62313.8528 eV
SMILES: C#CC[PH](I)(C[C@H](C)O)[C@H](C)F.C1CCOC1.C1CCOC1.C1CCOC1.C1CCOC1.C1CCOC1
LUMO energy: 0.734 eV
total charge: 0
relative energy (zero: lowest compared OMol25 entry of this formula, charge and spin): 0.0 kcal per mole
spin multiplicity: 1

---

3.
This record from the Open Molecules 2025 dataset describes 6 unconnected molecules or ions with the total composition C28H56BN7O8P3. The level of theory is ωB97M-V/def2-TZVPD.

The geometry in XYZ format:
```
103
Properties=species:S:1:pos:R:3
C 2.210 -6.762 1.895
C 2.003 -5.284 1.675
N 2.601 -4.485 2.459
C 1.089 -4.915 0.526
C 0.328 -3.597 0.619
P -0.605 -3.422 2.285
P -2.199 -4.870 2.294
O -3.002 -4.983 1.054
O -1.737 -6.340 2.774
O -3.113 -4.327 3.503
O -0.672 -3.571 -0.343
B -1.088 -2.160 -0.402
C -2.048 -1.793 -1.674
P -3.533 -0.978 -1.196
O -3.465 0.494 -1.048
O -4.631 -1.399 -2.316
O -4.120 -1.620 0.154
O 0.218 -1.444 -0.400
C 1.128 -2.242 0.348
C 2.385 -2.350 -0.524
C 3.730 -2.478 0.189
N 4.831 -2.164 -0.754
H 3.270 -6.958 2.055
H 1.868 -7.358 1.050
H 1.688 -7.051 2.809
H 2.377 -3.515 2.237
H 0.325 -5.697 0.465
H 1.640 -4.986 -0.418
H 0.224 -3.902 3.308
H -1.883 -6.934 2.025
H -4.018 -4.581 3.263
H -1.669 -1.816 0.634
H -1.534 -1.082 -2.329
H -2.303 -2.659 -2.292
H -5.485 -1.059 -2.018
H -3.850 -2.551 0.237
H 1.327 -1.697 1.280
H 2.278 -3.167 -1.243
H 2.415 -1.421 -1.096
H 3.852 -3.494 0.565
H 3.748 -1.780 1.029
H 5.611 -2.780 -0.551
H 4.526 -2.448 -1.681
C -1.560 5.717 -1.808
C -2.656 4.691 -2.063
C -2.201 3.255 -1.774
C -1.079 2.890 -2.638
N -0.219 2.602 -3.343
H -0.700 5.539 -2.457
H -1.919 6.730 -2.004
H -1.214 5.675 -0.774
H -2.990 4.757 -3.101
H -3.520 4.915 -1.436
H -3.005 2.538 -1.939
H -1.887 3.147 -0.734
C 0.173 0.832 -6.247
C 0.755 2.022 -6.995
C 1.602 1.627 -8.212
C 2.760 0.808 -7.851
N 3.673 0.172 -7.568
H 0.957 0.202 -5.827
H -0.441 1.181 -5.421
H -0.446 0.216 -6.905
H 1.358 2.619 -6.309
H -0.056 2.664 -7.347
H 1.973 2.516 -8.725
H 0.998 1.060 -8.924
C 0.968 -1.472 6.516
C -0.366 -1.619 5.801
C -1.151 -2.869 6.220
C -0.424 -4.093 5.882
N 0.153 -5.047 5.605
H 1.632 -2.308 6.289
H 1.467 -0.559 6.190
H 0.839 -1.423 7.601
H -0.192 -1.657 4.733
H -0.987 -0.742 5.998
H -2.102 -2.902 5.683
H -1.370 -2.873 7.290
C -2.525 1.715 3.557
C -1.685 2.201 2.382
C -0.982 1.057 1.648
C -0.064 0.329 2.522
N 0.636 -0.259 3.218
H -1.902 1.231 4.312
H -3.041 2.548 4.037
H -3.277 0.995 3.226
H -0.943 2.922 2.734
H -2.323 2.722 1.666
H -0.406 1.428 0.798
H -1.708 0.340 1.255
C 2.178 7.159 -2.634
C 1.814 8.182 -1.564
C 2.337 7.795 -0.174
C 1.775 6.518 0.263
N 1.313 5.525 0.605
H 1.734 6.186 -2.421
H 1.816 7.481 -3.610
H 3.260 7.029 -2.702
H 0.729 8.297 -1.519
H 2.229 9.157 -1.828
H 2.074 8.554 0.564
H 3.425 7.705 -0.188
```

Values from the calculation:
DFT total energy: -85305.8961 eV
LUMO energy: 2.084 eV
total charge: -1
spin multiplicity: 1

---

4.
This record from the Open Molecules 2025 dataset describes 7 unconnected molecules or ions with the total composition C28H56ClFNO6. The level of theory is ωB97M-V/def2-TZVPD.

The geometry in XYZ format:
```
93
Properties=species:S:1:pos:R:3
F -0.723 -1.731 4.906
C -0.954 -1.195 3.629
C 0.342 -0.533 3.003
C 0.248 0.854 3.789
Cl 1.451 2.135 3.420
C -1.269 1.183 3.433
N -1.905 -0.082 3.926
H -1.416 -2.038 3.080
H 1.255 -1.142 3.124
H 0.036 -0.414 1.934
H 0.311 0.583 4.873
H -1.547 2.057 4.055
H -1.359 1.391 2.343
H -2.904 -0.223 3.754
H -1.800 0.025 4.950
C -0.269 2.466 -1.804
C 1.030 3.235 -1.651
C 1.647 2.550 -0.443
O 1.198 1.188 -0.458
C 0.142 1.060 -1.416
H -0.697 2.520 -2.804
H -1.009 2.848 -1.094
H 1.661 3.081 -2.531
H 0.895 4.307 -1.515
H 1.302 3.005 0.492
H 2.739 2.575 -0.459
H 0.532 0.508 -2.279
H -0.680 0.488 -0.981
C 3.613 -1.431 -0.066
C 5.071 -1.137 -0.366
C 5.289 -1.912 -1.654
O 4.031 -1.924 -2.343
C 3.007 -1.461 -1.457
H 3.140 -0.696 0.587
H 3.521 -2.416 0.404
H 5.204 -0.067 -0.546
H 5.754 -1.436 0.430
H 5.573 -2.950 -1.452
H 6.051 -1.462 -2.292
H 2.710 -0.458 -1.780
H 2.139 -2.120 -1.524
C -4.986 2.013 -4.419
C -4.109 1.052 -5.199
C -2.898 0.931 -4.293
O -3.360 1.107 -2.944
C -4.709 1.599 -2.985
H -6.042 1.956 -4.682
H -4.649 3.041 -4.582
H -4.607 0.083 -5.288
H -3.859 1.399 -6.201
H -2.166 1.718 -4.502
H -2.403 -0.038 -4.386
H -5.372 0.784 -2.673
H -4.818 2.427 -2.282
C 2.810 -1.711 -6.907
C 2.850 -2.000 -5.417
C 1.521 -1.434 -4.951
O 0.607 -1.571 -6.046
C 1.341 -1.923 -7.228
H 3.470 -2.348 -7.496
H 3.086 -0.669 -7.091
H 2.875 -3.081 -5.250
H 3.702 -1.558 -4.905
H 1.606 -0.366 -4.714
H 1.125 -1.954 -4.076
H 1.131 -2.974 -7.454
H 1.000 -1.313 -8.066
C -4.301 -1.103 -0.337
C -3.423 -2.061 -1.116
C -2.205 -2.175 -0.219
O -2.667 -1.996 1.133
C -4.022 -1.511 1.099
H -5.357 -1.165 -0.597
H -3.966 -0.076 -0.505
H -3.918 -3.032 -1.201
H -3.178 -1.713 -2.119
H -1.479 -1.384 -0.433
H -1.704 -3.139 -0.310
H -4.680 -2.326 1.417
H -4.134 -0.679 1.803
C 2.480 1.376 8.551
C 1.368 1.022 9.522
C 0.129 1.453 8.755
O 0.431 1.288 7.360
C 1.840 1.055 7.214
H 3.405 0.825 8.721
H 2.702 2.445 8.613
H 1.348 -0.059 9.687
H 1.458 1.512 10.491
H -0.098 2.510 8.928
H -0.751 0.862 9.012
H 1.981 0.001 6.950
H 2.230 1.672 6.401
```

Values from the calculation:
DFT total energy: -58950.4004 eV
LUMO energy: -2.703 eV
total charge: +1
relative energy (zero: lowest compared OMol25 entry of this formula, charge and spin): 13.5 kcal per mole
spin multiplicity: 1

---

5.
This record from the Open Molecules 2025 dataset describes a molecular structure, C28H56CoP2Si. The level of theory is ωB97M-V/def2-TZVPD.

The geometry in XYZ format:
```
88
Properties=species:S:1:pos:R:3
Co -1.123 2.368 -0.874
C -0.773 -0.122 -2.535
C -0.493 1.327 -2.573
C 1.475 0.164 -2.125
C 0.434 -0.793 -2.312
C 0.952 1.451 -2.279
C -2.008 -0.785 -2.982
H -2.894 -0.189 -2.728
H -2.107 -1.782 -2.517
H -2.042 -0.979 -4.073
C 0.638 -2.265 -2.343
H -0.231 -2.810 -2.744
H 0.837 -2.658 -1.332
H 1.500 -2.550 -2.960
C 2.905 -0.176 -1.891
H 3.502 -0.073 -2.805
H 3.029 -1.206 -1.541
H 3.340 0.490 -1.140
C 1.743 2.676 -2.535
H 2.082 2.744 -3.590
H 2.640 2.723 -1.904
H 1.132 3.566 -2.321
C -1.227 2.237 -3.495
H -0.940 1.982 -4.525
H -0.981 3.287 -3.320
H -2.308 2.098 -3.413
C -2.140 1.753 0.518
C -2.910 1.935 -0.702
C -3.780 3.160 -0.927
C -2.984 4.470 -1.268
C -1.496 4.325 -1.148
C -0.851 4.086 0.102
C -1.729 4.097 1.360
C -2.390 2.720 1.629
H -4.407 3.313 -0.030
H -3.378 5.290 -0.652
H -4.469 2.936 -1.760
H -3.463 2.847 1.786
H -1.844 0.736 0.796
H -3.319 1.004 -1.155
H -2.005 2.318 2.565
H -1.122 4.396 2.236
H 0.187 4.466 0.205
H -2.528 4.861 1.274
H -3.236 4.746 -2.306
H -0.918 4.886 -1.896
P -1.289 -2.341 0.882
C -1.661 -3.971 0.120
H -2.397 -4.485 0.749
H -0.772 -4.589 -0.003
H -2.142 -3.811 -0.853
C -1.699 -2.732 2.638
H -2.587 -3.375 2.682
H -1.923 -1.781 3.145
H -0.855 -3.224 3.147
C -2.918 -1.614 0.456
H -3.062 -0.579 0.774
H -3.722 -2.195 0.935
H -3.137 -1.659 -0.620
P 2.119 0.707 2.012
C 2.508 2.235 1.074
H 2.660 3.084 1.752
H 1.649 2.469 0.426
H 3.389 2.112 0.432
C 0.917 1.478 3.184
H 0.442 2.383 2.776
H 1.398 1.715 4.143
H 0.121 0.738 3.364
C 3.619 0.371 2.979
H 3.825 1.128 3.736
H 4.460 0.300 2.284
H 3.490 -0.608 3.456
C 1.282 -5.309 1.493
Si 2.030 -3.615 1.212
C 3.338 -3.469 2.590
C 3.275 -3.827 -0.208
C 0.617 -2.234 1.121
H 1.985 -5.910 2.087
H 1.117 -5.858 0.559
H 0.332 -5.268 2.035
H 3.888 -4.416 2.702
H 4.094 -2.703 2.386
H 2.908 -3.245 3.567
H 2.837 -4.064 -1.180
H 3.955 -2.982 -0.360
H 3.921 -4.684 0.043
H 0.713 -1.757 2.113
H 0.975 -1.480 0.395
```

Values from the calculation:
DFT total energy: -94015.2349 eV
LUMO energy (alpha / beta): -3.817 / -4.115 eV
total charge: +1
spin multiplicity: 5